DFT (wB97M-V/def2-TZVPD) results for a molecular structure, C57H54AsCl2KN8O2SSi.

Positions of all 127 atoms, in Å:
K -0.4160 0.4431 0.3288
C -3.8709 0.4805 2.3577
N -2.4735 0.7967 2.5655
C -2.2037 1.1195 3.9494
C -0.8077 1.6195 4.1251
N 0.1133 1.6960 3.2164
C 1.2126 2.2554 3.8488
C 2.4585 2.6017 3.3346
C 3.3898 3.1407 4.2050
C 3.0974 3.3423 5.5603
C 1.8559 3.0207 6.0853
C 0.9270 2.4800 5.2061
N -0.3826 2.0747 5.3547
C -4.0452 -0.3160 1.1086
N -3.1353 -1.0614 0.5630
C -3.7728 -1.7317 -0.4680
C -3.2783 -2.7000 -1.3355
C -4.1438 -3.2126 -2.2850
C -5.4759 -2.7856 -2.3690
C -5.9901 -1.8420 -1.4951
C -5.1165 -1.3326 -0.5433
N -5.2656 -0.4232 0.4850
H -4.4570 1.4053 2.2993
H -4.2828 -0.1351 3.1765
H -1.9494 -0.0506 2.3558
H -2.3571 0.2434 4.6031
H -2.8916 1.9084 4.2765
H 2.6718 2.4552 2.2847
H 4.3692 3.4141 3.8326
H 3.8534 3.7653 6.2106
H 1.6257 3.1829 7.1313
H -0.9084 2.0347 6.2087
H -2.2494 -3.0274 -1.2513
H -3.7878 -3.9577 -2.9852
H -6.1201 -3.2057 -3.1315
H -7.0245 -1.5252 -1.5501
H -6.0933 0.0923 0.7221
C -4.0287 3.1345 -0.5111
C -2.6825 3.6076 -1.0064
C -2.5881 4.7183 -1.8326
C -1.3088 5.0743 -2.2791
C -0.2171 4.3557 -1.8751
C -0.3702 3.2439 -0.9779
N -1.6419 2.8951 -0.5932
N 0.6254 2.5290 -0.4825
Si 2.2636 2.4413 -0.8586
C 3.2729 3.9678 -0.3029
C 2.9717 0.9465 0.0802
C 2.6324 2.1728 -2.6939
H -4.8362 3.4783 -1.1608
H -4.2127 3.5109 0.4995
H -4.0357 2.0447 -0.4665
H -3.4703 5.2649 -2.1420
H -1.1848 5.9151 -2.9551
H 0.7809 4.6141 -2.2092
H 2.7848 4.4461 0.5519
H 3.3523 4.7150 -1.0978
H 4.2879 3.6919 -0.0009
H 2.3550 0.6595 0.9384
H 3.9879 1.1329 0.4424
H 3.0044 0.0878 -0.5953
H 1.8068 2.5764 -3.2875
H 2.6830 1.1031 -2.9115
H 3.5570 2.6460 -3.0376
S -2.5342 -2.1793 3.8319
C -1.4375 -3.1469 4.7696
C -1.9064 -3.9460 5.8309
C -1.0486 -4.6930 6.6167
C 0.3212 -4.6550 6.3837
C 0.8061 -3.8721 5.3437
C -0.0432 -3.1447 4.5160
As 0.5675 -1.9162 3.0918
C 0.5542 -3.1331 1.5520
C 1.5451 -3.0221 0.5796
C 1.5445 -3.8472 -0.5343
C 0.5432 -4.7934 -0.6949
C -0.4611 -4.8994 0.2591
C -0.4593 -4.0719 1.3745
C 2.5124 -2.0614 3.4562
C 3.1541 -0.9516 3.9951
C 4.5045 -0.9880 4.3258
C 5.2367 -2.1455 4.1163
C 4.6129 -3.2607 3.5654
C 3.2669 -3.2153 3.2374
H -2.9728 -3.9514 6.0206
H -1.4462 -5.3002 7.4239
H 1.0073 -5.2197 7.0042
H 1.8762 -3.8385 5.1902
H 2.3114 -2.2614 0.6696
H 2.3023 -3.7193 -1.2969
H 0.5345 -5.4311 -1.5717
H -1.2568 -5.6253 0.1326
H -1.2612 -4.1357 2.1006
H 2.5928 -0.0371 4.1507
H 4.9821 -0.1066 4.7378
H 6.2892 -2.1808 4.3729
H 5.1798 -4.1683 3.3921
H 2.7949 -4.0868 2.7991
Cl 1.6938 2.8511 -6.1097
C 2.1238 1.3575 -6.8805
C 3.0257 1.4395 -7.9321
C 3.5487 0.2964 -8.5057
C 3.1643 -0.9408 -8.0081
C 2.2339 -1.0119 -6.9921
Cl 1.7616 -2.5861 -6.4311
C 1.6408 0.1280 -6.3984
N 0.7155 -0.0602 -5.4020
C -0.4085 0.7033 -5.1113
C -0.9046 1.6820 -5.9705
C -1.9924 2.4622 -5.6040
C -2.6185 2.2555 -4.3870
C -2.1959 1.2020 -3.5853
C -1.1294 0.3882 -3.9415
C -0.8736 -0.8770 -3.1603
C 0.4718 -0.9838 -2.4096
O 1.4922 -1.0615 -3.1451
O 0.4353 -1.0005 -1.1659
H 3.3388 2.4200 -8.2646
H 4.2602 0.3652 -9.3178
H 3.5730 -1.8561 -8.4133
H 1.0530 -0.6428 -4.5931
H -0.4292 1.8446 -6.9300
H -2.3346 3.2460 -6.2699
H -3.4352 2.8894 -4.0668
H -2.7176 0.9871 -2.6590
H -0.8910 -1.7210 -3.8606
H -1.6789 -1.0104 -2.4436

Computed properties:
Multiplicity: 1
Highest occupied orbital energy (Ha): -0.074
E_tot (eV): -196930.407
Energy relative to the best compared isomer or geometry (same formula, charge and spin) (kJ/mol): 126.2
Frontier orbital gap (eV): 5.695
Max |F| (eV/Å): 2.1
Net charge: -2


DFT (wB97M-V/def2-TZVPD) results for a molecular structure, C57H55Cl4Ge2N8O4SSn.

Positions of all 132 atoms, in Å:
Sn -0.3892 -0.0072 -0.0550
C 1.6767 1.4669 -3.6707
C 0.2156 1.4903 -4.0062
C -0.2644 2.4271 -4.9125
C -1.6102 2.4936 -5.2344
C -2.4797 1.5834 -4.6618
C -2.0271 0.6311 -3.7535
C -3.0036 -0.3367 -3.1587
C -0.6774 0.6053 -3.3836
N -0.2127 -0.3181 -2.3895
C 0.4950 -1.3341 -2.8882
O 0.7538 -1.5369 -4.0848
C 1.0480 -2.3555 -1.9047
C 1.8345 -3.3762 -2.4224
C 2.3932 -4.2863 -1.5449
C 2.1233 -4.1665 -0.1935
C 1.2915 -3.1431 0.2532
N 0.7873 -2.2434 -0.6035
C 0.9134 -3.1781 1.7399
O 1.4805 -4.0634 2.4245
N -0.0103 -2.3243 2.1010
C -0.5562 -2.4716 3.3818
C -0.0545 -1.7375 4.4709
C 1.1969 -0.9387 4.2818
C -0.7229 -1.7370 5.6875
C -1.8790 -2.4849 5.8663
C -2.3374 -3.2611 4.8133
C -1.6882 -3.2785 3.5829
C -2.2193 -4.1588 2.4833
H 2.2282 2.1548 -4.3152
H 2.0911 0.4647 -3.7765
H 1.7974 1.7805 -2.6357
H 0.4349 3.1271 -5.3576
H -1.9762 3.2524 -5.9162
H -3.5359 1.6107 -4.9092
H -3.9127 -0.3825 -3.7649
H -3.2685 -0.0180 -2.1516
H -2.5584 -1.3279 -3.0800
H 1.9925 -3.3988 -3.4902
H 3.0249 -5.0885 -1.9105
H 2.5053 -4.8481 0.5525
H 1.9724 -1.5605 3.8336
H 1.5631 -0.5427 5.2309
H 1.0187 -0.0985 3.6044
H -0.3273 -1.1422 6.5051
H -2.4062 -2.4718 6.8132
H -3.2216 -3.8792 4.9427
H -2.4371 -5.1568 2.8725
H -1.5047 -4.2461 1.6695
H -3.1392 -3.7442 2.0631
Cl -4.5466 5.0097 -3.0290
C -3.1379 4.2104 -2.4029
C -1.8797 4.7063 -2.6595
Cl -1.6772 6.1443 -3.6131
C -0.7583 4.0188 -2.1744
Cl 0.8336 4.5770 -2.5857
C -0.8532 2.8525 -1.4175
O 0.1705 2.1761 -0.9922
C -2.1718 2.3253 -1.1598
O -2.2940 1.2144 -0.4990
C -3.2686 3.0270 -1.6645
Cl -4.8503 2.3493 -1.3812
C -4.6697 -3.2947 -2.0914
N -4.9130 -2.2132 -1.1644
C -6.1017 -1.5261 -1.0246
C -5.9194 -0.6039 -0.0682
N -4.6185 -0.7369 0.3994
C -3.9632 -1.7110 -0.3193
S -2.3827 -2.2431 -0.3092
C -4.0986 0.0148 1.4890
C -4.7151 1.1993 1.8829
C -4.2251 1.8238 3.0129
C -3.1522 1.2651 3.6927
C -2.5945 0.1066 3.1827
N -3.0735 -0.5175 2.1123
H -5.6290 -3.6146 -2.4956
H -4.1857 -4.1191 -1.5701
H -4.0126 -2.9719 -2.8977
H -6.9673 -1.7459 -1.6224
H -6.6153 0.1053 0.3341
H -5.4969 1.6584 1.2986
H -4.6730 2.7516 3.3482
H -2.7375 1.7182 4.5799
H -1.7330 -0.3546 3.6495
C 5.2817 2.6028 -1.5788
N 4.4256 1.4856 -1.2520
C 4.7377 0.1465 -1.2996
C 3.6166 -0.5089 -0.8816
N 2.6311 0.3953 -0.5771
C 3.1492 1.5709 -0.8158
H 6.2583 2.2247 -1.8740
H 5.4019 3.2556 -0.7136
H 4.8619 3.1803 -2.4034
H 5.7039 -0.2015 -1.6216
H 3.4708 -1.5706 -0.7622
H 2.6356 2.5145 -0.6998
C 3.4348 5.6778 0.3035
Ge 2.0015 5.1059 1.5401
C 2.5390 6.0279 3.2199
C 0.3138 6.0410 1.1224
Ge 1.5510 2.7087 1.9536
C 0.7590 3.0848 3.7447
C 1.4066 2.7835 4.9426
C 0.8576 3.1545 6.1631
C -0.3502 3.8380 6.2079
C -1.0101 4.1410 5.0243
C -0.4637 3.7567 3.8072
C 3.3698 1.9818 2.3888
C 3.6615 0.6216 2.2863
C 4.9374 0.1374 2.5390
C 5.9585 1.0101 2.8904
C 5.6940 2.3690 2.9807
C 4.4124 2.8454 2.7269
H 3.2819 6.7352 0.0785
H 3.4420 5.1241 -0.6318
H 4.4044 5.5586 0.7925
H 2.5242 7.1027 3.0201
H 3.5368 5.7561 3.5666
H 1.8302 5.8098 4.0201
H 0.4985 6.9086 0.4878
H -0.1409 6.3718 2.0588
H -0.3885 5.3887 0.6074
H 2.3546 2.2579 4.9201
H 1.3745 2.9087 7.0838
H -0.7775 4.1273 7.1608
H -1.9554 4.6717 5.0494
H -0.9932 3.9890 2.8885
H 2.8889 -0.0675 1.9756
H 5.1332 -0.9242 2.4474
H 6.9558 0.6337 3.0870
H 6.4840 3.0622 3.2484
H 4.2280 3.9101 2.8016

Computed properties:
Multiplicity: 2
Highest occupied orbital energy (alpha / beta) (Ha): -0.070 / -0.068
E_tot (eV): -259906.047
Energy relative to the best compared isomer or geometry (same formula, charge and spin) (kJ/mol): 95.8
Frontier orbital gap (alpha / beta) (eV): 5.829 / 4.858
Max |F| (eV/Å): 1.2
Net charge: -2


DFT (wB97M-V/def2-TZVPD) results for a molecular structure, C57H55F4O2P2RuSb2Si.

Positions of all 124 atoms, in Å:
Ru 0.6982 -0.2034 -0.3694
C 3.9329 -1.6705 -1.5472
Si 3.0107 -0.5727 -0.3880
C 3.5054 -1.1845 1.3307
C 4.7875 -1.6979 1.6128
C 5.1095 -2.1840 2.8714
C 4.1546 -2.1637 3.8884
C 2.8871 -1.6684 3.6272
C 2.5617 -1.2035 2.3441
P 0.9289 -0.4525 1.9415
C -0.3328 -1.5674 2.6354
C -0.0997 -2.8825 3.0125
C -1.1429 -3.6715 3.4989
C -2.4270 -3.1556 3.5932
C -2.6734 -1.8420 3.1998
C -1.6303 -1.0604 2.7221
C 1.0715 0.8557 3.2431
C 2.1631 1.7180 3.1385
C 2.4699 2.6022 4.1612
C 1.6764 2.6549 5.3019
C 0.5939 1.8033 5.4203
C 0.3017 0.8957 4.3995
C 3.8222 1.1267 -0.6920
C 5.2142 1.2859 -0.8605
C 5.7577 2.4628 -1.3558
C 4.9185 3.5122 -1.7306
C 3.5522 3.3887 -1.5480
C 3.0171 2.2147 -1.0019
P 1.2471 2.0507 -0.6079
C 0.9690 3.2647 0.7299
C -0.2642 3.2323 1.3882
C -0.6078 4.2008 2.3219
C 0.2861 5.2248 2.6126
C 1.5253 5.2521 1.9851
C 1.8727 4.2701 1.0572
C 0.4782 2.9532 -2.0074
C 0.3758 2.3048 -3.2361
C -0.1856 2.9461 -4.3352
C -0.6370 4.2563 -4.2169
C -0.5139 4.9211 -3.0041
C 0.0379 4.2713 -1.9014
H 4.9752 -1.3314 -1.6459
H 3.4606 -1.6308 -2.5366
H 3.9388 -2.7155 -1.2015
H 5.5429 -1.7242 0.8260
H 6.1002 -2.5791 3.0654
H 4.4030 -2.5253 4.8801
H 2.1529 -1.6323 4.4270
H 0.8989 -3.2990 2.9522
H -0.9443 -4.6942 3.7984
H -3.2366 -3.7723 3.9727
H -3.6760 -1.4289 3.2653
H -1.8198 -0.0342 2.4263
H 2.8161 1.6521 2.2778
H 3.3329 3.2501 4.0690
H 1.9160 3.3482 6.1015
H -0.0171 1.8180 6.3161
H -0.5214 0.2059 4.5369
H 5.8887 0.4680 -0.6063
H 6.8316 2.5534 -1.4844
H 5.3304 4.4189 -2.1596
H 2.8979 4.2028 -1.8386
H -0.9549 2.4319 1.1780
H -1.5723 4.1561 2.8218
H 0.0211 5.9921 3.3343
H 2.2367 6.0375 2.2218
H 2.8493 4.3064 0.5869
H 0.7768 1.3136 -3.3368
H -0.2601 2.4207 -5.2826
H -1.0682 4.7637 -5.0732
H -0.8492 5.9492 -2.9086
H 0.1138 4.8013 -0.9571
C -2.9787 3.0469 -0.7468
Sb -2.2770 1.0238 -0.6787
C -3.2042 0.5349 -2.5256
C -3.9146 0.4314 0.6450
C -5.1492 0.0475 -0.1299
C -6.0094 1.0523 -0.5722
C -7.0977 0.7916 -1.3958
C -7.3430 -0.5157 -1.8256
C -6.5279 -1.5319 -1.3833
C -5.4468 -1.2979 -0.4864
C -4.7432 -2.4024 0.0463
Sb -1.3598 -2.7685 -0.7086
C -2.2669 -3.3398 -2.5476
C -1.7843 -4.6663 0.2188
H -3.9225 3.0577 -1.3049
H -2.2484 3.6687 -1.2614
H -3.1429 3.4448 0.2624
H -4.2740 0.7389 -2.4566
H -3.0272 -0.5062 -2.7888
H -2.7427 1.1724 -3.2842
H -4.1007 1.3247 1.2496
H -3.5081 -0.3562 1.2739
H -5.8055 2.0763 -0.2669
H -7.7454 1.6009 -1.7115
H -8.1712 -0.7277 -2.4928
H -6.7152 -2.5562 -1.6977
H -5.0095 -3.4108 -0.2697
H -4.0238 -2.3129 0.8540
H -3.0900 -4.0202 -2.3034
H -1.5464 -3.8583 -3.1778
H -2.6520 -2.4746 -3.0829
H -2.8667 -4.8093 0.3616
H -1.2873 -4.7252 1.1903
H -1.3899 -5.4440 -0.4445
F 4.1244 -5.7006 -1.4404
C 2.9872 -4.9865 -1.3397
C 2.2034 -4.8288 -2.4616
C 1.0133 -4.1138 -2.3515
C 0.6153 -3.5508 -1.1372
C 1.4775 -3.7038 -0.0433
C 2.6629 -4.4282 -0.1259
H 2.5193 -5.2629 -3.4043
H 0.4058 -3.9994 -3.2430
H 1.2108 -3.2875 0.9125
H 3.3309 -4.5388 0.7260
F 0.1230 -2.4564 -5.0908
C -0.1310 -1.1652 -4.7998
F -1.4632 -1.0044 -4.8073
F 0.3722 -0.4105 -5.7850
C 0.5215 -0.7855 -3.4561
O -0.3144 -0.6291 -2.4933
O 1.7374 -0.6478 -3.4786

Computed properties:
Multiplicity: 2
Highest occupied orbital energy (alpha / beta) (Ha): -0.264 / -0.275
E_tot (eV): -117080.324
Energy relative to the best compared isomer or geometry (same formula, charge and spin) (kJ/mol): 0.0
Frontier orbital gap (alpha / beta) (eV): 6.906 / 6.706
Max |F| (eV/Å): 1.9